# 1
ORCA calculation (the ωB97M-V functional and the def2-TZVPD basis) on C26H23BrIrN6O4S2 as an isolated structure.

Last column: natural (NBO) charge in e.
CARTESIAN COORDINATES (ANGSTROEM)
Ir -2.00720 0.61427 0.94589  1.12
O 2.78080 2.50378 -1.01170  -0.74
C 2.12164 3.68653 -0.71257  0.36
C 2.61594 4.91839 -1.09958  -0.30
C 1.90253 6.06521 -0.78354  -0.16
C 0.70403 5.97581 -0.09174  -0.22
C 0.21753 4.73422 0.28781  -0.15
C 0.92126 3.57848 -0.01819  -0.17
C 0.41694 2.22078 0.43861  0.23
O -0.80539 2.27101 1.02733  -0.75
N 0.37185 1.33653 -0.77193  -0.23
N -0.58779 0.49345 -0.94284  -0.21
C -0.53786 -0.28028 -2.02032  0.04
C -1.45004 -1.29189 -2.32662  -0.13
Br -2.89401 -1.59517 -1.16605  0.17
C -1.20929 -2.02907 -3.47776  -0.04
C -1.83910 -3.12499 -4.12056  -0.06
C -3.00317 -3.80101 -3.68513  -0.14
C -3.49974 -4.85646 -4.41319  -0.21
C -2.86338 -5.26822 -5.58441  -0.09
C -1.71778 -4.62020 -6.03572  -0.22
C -1.21312 -3.56398 -5.31397  -0.11
H 3.59506 2.70348 -1.48805  0.50
H 3.55193 4.98354 -1.64279  0.22
H 2.28981 7.02993 -1.08133  0.24
H 0.15169 6.87107 0.15640  0.23
H -0.70692 4.64514 0.84025  0.24
H 1.16994 1.74783 1.09063  0.20
H 1.16820 1.38325 -1.41151  0.42
H 0.29288 -0.14162 -2.70920  0.21
H -0.32477 -1.68056 -4.00408  0.22
H -3.51279 -3.50117 -2.78567  0.23
H -4.38936 -5.37003 -4.07655  0.24
H -3.26619 -6.09997 -6.14722  0.24
H -1.22947 -4.94361 -6.94397  0.25
H -0.32164 -3.05460 -5.65812  0.22
N 5.12976 0.70831 3.62823  -0.75
C 4.03236 0.07554 3.16309  0.23
C 3.65997 0.17955 1.80817  -0.23
C 2.53820 -0.46272 1.34328  -0.16
C 1.75151 -1.21766 2.21382  -0.49
C 2.12006 -1.34697 3.55747  -0.12
C 3.23752 -0.70666 4.02700  -0.27
S 0.34515 -2.02631 1.63234  2.34
O 0.11022 -3.22474 2.38009  -0.92
O 0.32742 -2.01917 0.20215  -0.94
N -0.93549 -0.97177 2.05537  -0.80
C -1.60023 -1.12379 3.17168  0.24
S -1.43782 -2.34472 4.42856  0.56
C -2.66563 -1.56236 5.28896  -0.34
C -3.16858 -0.45935 4.58653  0.05
N -2.58746 -0.22062 3.42722  -0.46
H 5.74777 1.19733 3.00643  0.41
H 5.43909 0.57614 4.57443  0.41
H 4.27316 0.75688 1.12833  0.22
H 2.27690 -0.41145 0.29489  0.23
H 1.54247 -1.97418 4.22350  0.24
H 3.52817 -0.81631 5.06365  0.23
H -3.00116 -1.92313 6.24933  0.27
H -3.97156 0.17113 4.94015  0.25
N -4.56797 2.22816 0.09528  -0.58
C -3.62485 1.63537 0.39256  0.27
H -5.39201 2.74362 -0.14512  0.48

Atoms 1-2, force components in eV/Å:
Ir -0.060 -0.032 0.018
O 0.022 0.016 -0.003

total charge: +2
HOMO (spin up / spin down): -12.970 / -13.006 eV
2S+1: 6
<S²>: 8.841

***

# 2
ORCA calculation (the ωB97M-V functional and the def2-TZVPD basis) on C17H23BrFMnN3O5PS4 as an isolated structure.

Last column: natural (NBO) charge in e.
CARTESIAN COORDINATES (ANGSTROEM)
Mn 0.04130 0.15149 -0.14747  0.92
S 0.05576 0.19697 2.22960  -0.19
S 1.74719 1.06087 2.87216  0.22
S 2.85243 1.64830 1.22958  0.24
S 1.57608 2.13672 -0.20302  -0.25
O -4.09728 -4.66600 0.23482  -0.62
C -3.21372 -3.67419 0.20230  0.39
C -3.53978 -2.33303 0.00405  -0.33
C -2.52801 -1.40831 -0.02058  0.13
N -1.21834 -1.68383 0.12752  -0.60
C -0.92913 -2.97419 0.37070  0.17
Br 0.81729 -3.52289 0.83910  0.15
C -1.87115 -3.98113 0.39621  -0.31
H -5.00387 -4.35361 0.14328  0.50
H -4.56720 -2.02024 -0.13317  0.23
H -2.76388 -0.36786 -0.16136  0.18
H -1.57497 -5.00146 0.58944  0.26
F 3.66940 0.71597 -6.04814  -0.27
C 2.73752 0.57461 -5.11699  0.26
C 2.75588 -0.47057 -4.28267  0.00
N 1.78413 -0.64476 -3.31259  -0.38
C 1.87070 -1.74352 -2.35460  -0.32
C 2.50536 -1.17627 -1.05675  0.79
O 3.70600 -1.13341 -0.95644  -0.57
O 1.65051 -0.73088 -0.18959  -0.77
C 0.81792 0.28340 -3.11845  0.82
O -0.04023 0.18685 -2.21405  -0.72
N 0.79881 1.31991 -3.98653  -0.60
C 1.70207 1.59635 -5.04065  0.60
O 1.55928 2.56624 -5.73049  -0.51
H 3.52809 -1.22324 -4.33576  0.26
H 2.50333 -2.52839 -2.75552  0.24
H 0.87102 -2.12524 -2.16373  0.22
H 0.08483 2.02076 -3.84958  0.44
C -3.83534 1.17296 -1.59255  -0.63
C -3.38161 1.82897 -0.27892  -0.75
P -1.55505 2.04648 -0.19500  0.99
C -1.25213 3.01553 -1.73391  -0.73
C -1.98959 4.34495 -1.87150  -0.61
C -1.29001 3.25097 1.18200  -0.72
C -2.48391 4.10698 1.60588  -0.61
H -4.78852 0.66260 -1.45854  0.23
H -3.11174 0.44683 -1.96947  0.21
H -3.97630 1.92486 -2.36790  0.23
H -3.69794 1.26078 0.59902  0.24
H -3.83011 2.81662 -0.18218  0.26
H -1.52499 2.34178 -2.54930  0.23
H -0.17533 3.19448 -1.77970  0.24
H -3.07256 4.22849 -1.83144  0.21
H -1.74444 4.79091 -2.83567  0.24
H -1.68268 5.05200 -1.10205  0.22
H -0.46101 3.88046 0.85451  0.25
H -0.93981 2.67922 2.03926  0.25
H -2.87166 4.71976 0.79362  0.21
H -2.16212 4.77993 2.40032  0.24
H -3.29569 3.49743 2.00222  0.21

Atoms 1-2, force components in eV/Å:
Mn 0.864 0.495 0.129
S -0.020 -0.002 -0.374

total charge: +1
HOMO (spin up / spin down): -11.059 / -11.201 eV
2S+1: 4
<S²>: 3.828

***

# 3
ORCA calculation (the ωB97M-V functional and the def2-TZVPD basis) on C18H15Cl3N2O2S2V as an isolated structure.

Last column: natural (NBO) charge in e.
CARTESIAN COORDINATES (ANGSTROEM)
V 0.10775 -0.08286 0.31428  1.27
Cl -3.60573 1.13710 6.50286  -0.10
C -2.75571 1.18506 4.95800  -0.08
C -2.50767 2.41447 4.36242  -0.31
C -1.84049 2.44002 3.14088  -0.26
C -1.40856 1.27452 2.48012  0.35
O -0.79026 1.37132 1.33828  -0.78
C -1.67886 0.00662 3.12935  -0.22
C -1.31696 -1.22566 2.53810  0.20
O -0.76852 -1.39975 1.38060  -0.74
C -2.36116 0.00646 4.37126  -0.24
H -2.83456 3.33105 4.83692  0.20
H -1.63029 3.38635 2.65553  0.20
H -1.57323 -2.12631 3.11265  0.12
H -2.58101 -0.94201 4.84710  0.20
Cl -1.25322 1.56744 -1.57794  0.09
C -1.86204 0.73133 -2.97548  -0.06
C -2.33913 1.49458 -4.02123  -0.23
C -2.85271 0.88881 -5.15845  -0.28
C -2.87427 -0.49682 -5.22452  -0.24
C -2.39371 -1.24631 -4.16805  -0.06
Cl -2.45790 -2.97668 -4.33897  -0.03
C -1.86400 -0.68750 -2.97475  -0.21
S -1.31529 -1.64187 -1.66885  -0.27
H -2.30818 2.57416 -3.94077  0.21
H -3.23165 1.48469 -5.97890  0.19
H -3.26296 -1.00687 -6.09644  0.21
C 2.55897 2.85888 0.34082  -0.39
N 3.14132 1.83090 -0.49260  -0.48
C 4.51651 1.90735 -0.76542  -0.10
C 5.04345 0.68775 -0.87924  -0.11
N 4.08455 -0.27690 -0.53890  -0.65
C 2.80238 0.40407 -0.25720  0.22
S 2.20322 0.02603 1.46336  -0.41
H 2.81705 3.83110 -0.09030  0.17
H 2.91645 2.81797 1.37740  0.18
H 1.47536 2.75076 0.36446  0.22
H 4.99557 2.86773 -0.87953  0.19
H 6.05007 0.40573 -1.14707  0.18
H 3.99104 -1.09476 -1.11742  0.37
C 1.60823 -0.04088 -1.06851  -0.94
H 1.71503 -1.11075 -1.30353  0.21
H 1.54972 0.50927 -2.01520  0.20

Atoms 1-2, force components in eV/Å:
V -0.874 -0.058 0.070
Cl -0.051 -0.001 0.086

total charge: -2
HOMO (spin up / spin down): 0.231 / -1.222 eV
2S+1: 4
<S²>: 3.798

***

# 4
ORCA calculation (the ωB97M-V functional and the def2-TZVPD basis) on C7H26MgN4OP as an isolated structure.

Last column: natural (NBO) charge in e.
CARTESIAN COORDINATES (ANGSTROEM)
C -1.07996 1.54138 -4.91528  -0.88
Mg -0.18073 0.31164 -2.30252  0.66
N 0.76072 -1.32638 -3.39737  -1.54
H -1.24486 1.52293 -1.77669  -0.85
H -0.40198 1.71630 -4.05384  0.18
H -1.64712 2.47449 -5.06108  0.21
H -1.80193 0.71597 -4.75569  0.22
H -0.53351 1.25544 -5.82493  0.22
H 0.52188 -2.26035 -3.04542  0.36
H 1.78280 -1.26250 -3.34901  0.35
H 0.52759 -1.33455 -4.40252  0.38
C -2.31120 -0.88539 1.54972  -0.44
N -1.45186 0.10662 0.87977  -0.80
C -2.02603 1.47643 0.98475  -0.42
P 0.18869 -0.09221 0.73670  2.45
O 0.71503 0.35838 -0.60097  -1.29
N 0.97080 0.73932 1.96309  -0.82
C 2.09173 1.58764 1.53841  -0.42
C 0.24188 1.31705 3.10279  -0.40
N 0.62553 -1.70689 0.77516  -0.79
C 0.60100 -2.39102 2.07752  -0.45
C 1.93138 -1.96369 0.10093  -0.53
H -3.35738 -0.61286 1.34424  0.21
H -2.16351 -0.81901 2.64364  0.16
H -2.12766 -1.90711 1.19013  0.23
H -2.20084 1.73169 2.04261  0.16
H -1.40247 2.22900 0.49351  0.24
H -3.00019 1.48325 0.47705  0.22
H 1.70449 2.47962 1.02443  0.19
H 2.60166 1.91491 2.45107  0.18
H 2.80240 1.05696 0.89920  0.23
H -0.21206 2.27695 2.79371  0.18
H -0.53446 0.64178 3.50558  0.20
H 0.97720 1.53153 3.89041  0.20
H 0.85559 -3.43965 1.88769  0.21
H 1.37097 -1.96763 2.75510  0.18
H -0.38870 -2.34601 2.55061  0.20
H 2.09129 -3.04744 0.12524  0.20
H 1.93782 -1.62125 -0.93899  0.24
H 2.76595 -1.48534 0.64124  0.17

Atoms 1-2, force components in eV/Å:
C -0.318 -0.070 -0.322
Mg 0.146 -0.788 -0.544

total charge: -1
HOMO (spin up / spin down): 0.335 / 0.334 eV
2S+1: 1

***

# 5
ORCA calculation (the ωB97M-V functional and the def2-TZVPD basis) on one molecule with the formula C6H15N.

Last column: natural (NBO) charge in e.
CARTESIAN COORDINATES (ANGSTROEM)
C -0.54878 1.11642 1.91545  -0.21
N 0.36309 0.29592 1.12434  -0.64
C 0.41820 0.63009 -0.30955  -0.20
C 1.05316 -0.48018 -1.13369  -0.24
C 0.37301 -1.79898 -0.83324  -0.61
C 0.94160 -0.13161 -2.63159  -0.61
C -1.86868 0.42825 2.20961  -0.61
H -0.03719 1.38214 2.82977  0.19
H -0.71718 2.09664 1.44006  0.16
H 1.29991 0.35738 1.49708  0.35
H 0.94733 1.58368 -0.41409  0.17
H -0.61355 0.83824 -0.61290  0.18
H 2.09906 -0.57477 -0.82880  0.19
H 0.51274 -2.59117 -1.57459  0.20
H -0.69712 -1.80736 -0.68847  0.21
H 0.67599 -2.24723 0.11614  0.22
H 1.80240 -0.37511 -3.24329  0.22
H 0.02122 -0.60604 -2.98736  0.21
H 0.62948 0.90640 -2.77332  0.21
H -2.39934 0.23342 1.28839  0.20
H -1.77221 -0.41806 2.86394  0.21
H -2.48314 1.16192 2.74611  0.20

Atoms 1-2, force components in eV/Å:
C 0.440 0.116 -0.273
N 0.099 -0.186 -0.342

SMILES: CCNCC(C)C
total charge: 0
HOMO: -8.654 eV
2S+1: 1

***

# 6
ORCA calculation (the ωB97M-V functional and the def2-TZVPD basis) on one molecule with the formula C27H36N2O6.

Last column: natural (NBO) charge in e.
CARTESIAN COORDINATES (ANGSTROEM)
C -2.96876 -1.21218 1.55915  -0.64
H -3.58439 -1.71488 0.81838  0.24
H -2.55937 -0.30658 1.11748  0.22
H -3.58796 -0.94637 2.41159  0.21
C -1.83469 -2.12692 2.01537  0.27
C -0.93050 -1.40417 3.01342  -0.62
H -0.50056 -0.52173 2.54686  0.22
H -0.12096 -2.05839 3.32620  0.21
H -1.50211 -1.10440 3.88669  0.21
C -2.37414 -3.42734 2.60768  -0.64
H -3.01733 -3.93017 1.89072  0.24
H -2.94672 -3.21089 3.50528  0.21
H -1.55109 -4.09063 2.86539  0.21
O -0.95042 -2.41918 0.90196  -0.53
C -1.36932 -3.04254 -0.18491  0.82
O -2.48103 -3.44807 -0.40140  -0.61
C -0.22484 -3.17133 -1.19756  -0.16
N 1.05653 -2.91690 -0.59107  -0.63
C 2.01543 -3.85336 -0.51137  0.67
O 1.92178 -4.97735 -0.95794  -0.63
C 3.28931 -3.34658 0.18940  -0.31
N 4.00632 -2.38501 -0.61987  -0.61
C 3.64216 -1.08756 -0.67567  0.90
O 2.73778 -0.60278 -0.03171  -0.69
O 4.41366 -0.41189 -1.54769  -0.51
C 4.18546 1.00178 -1.62952  -0.11
C 4.90474 1.72945 -0.52448  0.02
C 6.26835 1.97443 -0.62666  -0.23
C 6.94353 2.60566 0.40249  -0.21
C 6.26153 2.99403 1.54355  -0.21
C 4.90405 2.74623 1.65319  -0.20
C 4.22690 2.11496 0.62422  -0.22
H 3.17145 1.90727 0.71424  0.23
H 4.37019 3.04373 2.54362  0.21
H 6.78891 3.48718 2.34683  0.21
H 8.00331 2.79479 0.31446  0.21
H 6.79909 1.66694 -1.51612  0.21
H 4.57244 1.28712 -2.60992  0.20
H 3.10899 1.19375 -1.57883  0.21
H 4.68230 -2.71622 -1.28845  0.41
H 3.01316 -2.85967 1.12866  0.23
H 3.94220 -4.19660 0.38836  0.23
H 1.20583 -2.01096 -0.16351  0.44
C -0.50982 -2.20605 -2.37370  -0.40
C -1.07761 -0.89557 -1.90104  -0.07
C -0.28531 0.06902 -1.28625  -0.21
C -0.83817 1.24067 -0.81881  -0.27
C -2.20628 1.50307 -0.95166  0.39
C -2.99637 0.54677 -1.57973  -0.33
C -2.43119 -0.63167 -2.03790  -0.18
H -3.07034 -1.36539 -2.50707  0.22
H -4.05383 0.68959 -1.72220  0.21
O -2.58638 2.70253 -0.43963  -0.54
C -3.93447 3.16576 -0.31699  0.26
C -4.76929 2.24733 0.58134  -0.64
H -4.28445 2.14389 1.54963  0.22
H -4.88775 1.25619 0.15481  0.22
H -5.75458 2.68184 0.72749  0.22
C -4.59800 3.39201 -1.68101  -0.64
H -3.88893 3.86637 -2.35583  0.22
H -5.45609 4.04818 -1.56052  0.22
H -4.94079 2.46839 -2.13634  0.21
C -3.76324 4.52381 0.37751  -0.61
H -3.18927 5.19290 -0.25774  0.22
H -4.73124 4.97029 0.58416  0.21
H -3.22459 4.39329 1.31219  0.22
H -0.22526 1.98578 -0.33542  0.22
H 0.77376 -0.09424 -1.16075  0.23
H -1.22523 -2.68647 -3.04150  0.23
H 0.42490 -2.05122 -2.91686  0.22
H -0.20139 -4.20374 -1.56477  0.26

Atoms 1-2, force components in eV/Å:
C 0.228 -0.194 -0.128
H -0.069 0.017 -0.012

SMILES: CC(C)(C)OC(=O)[C@@H](Cc1ccc(OC(C)(C)C)cc1)NC(=O)CNC(=O)OCc1ccccc1
total charge: 0
HOMO: -8.275 eV
2S+1: 1